1.
C32H39BKN9O5 | the ωB97M-V functional and the def2-TZVPD basis

Geometry (Å):
K  0.20  -1.17  -1.20
O  -3.95  0.01  0.73
C  -4.36  1.17  0.20
C  -5.61  1.68  0.57
C  -6.06  2.88  0.06
C  -5.28  3.60  -0.84
C  -4.04  3.10  -1.22
C  -3.56  1.89  -0.71
C  -2.23  1.35  -1.11
O  -1.80  0.31  -0.54
N  -1.58  2.03  -2.06
N  -0.47  1.36  -2.44
C  0.38  2.02  -3.11
C  1.59  1.39  -3.64
C  2.45  2.14  -4.46
C  3.59  1.54  -4.97
C  3.85  0.22  -4.66
C  2.95  -0.45  -3.84
N  1.86  0.11  -3.34
H  -2.99  -0.09  0.39
H  -6.20  1.11  1.28
H  -7.03  3.26  0.36
H  -5.63  4.54  -1.24
H  -3.41  3.63  -1.91
H  0.22  3.08  -3.33
H  2.21  3.17  -4.67
H  4.26  2.11  -5.60
H  4.72  -0.30  -5.04
H  3.09  -1.50  -3.57
C  5.40  -0.71  4.04
C  4.13  0.04  3.79
C  3.63  1.19  4.43
C  2.41  1.43  3.81
C  1.46  2.55  4.12
N  2.23  0.47  2.89
N  3.28  -0.38  2.87
B  1.02  0.10  1.97
N  0.30  -1.16  2.51
N  -0.44  -1.84  1.61
C  -1.06  -2.81  2.27
C  -1.96  -3.76  1.54
C  -0.71  -2.77  3.63
C  0.17  -1.71  3.74
C  0.85  -1.23  4.98
N  0.07  1.31  1.82
N  0.50  2.27  0.97
C  -0.45  3.20  0.94
C  -0.32  4.39  0.05
C  -1.51  2.84  1.80
C  -1.14  1.62  2.34
C  -1.92  0.78  3.29
H  6.24  -0.02  4.21
H  5.32  -1.35  4.92
H  5.63  -1.34  3.19
H  4.09  1.79  5.20
H  1.96  3.24  4.80
H  1.15  3.08  3.23
H  0.56  2.18  4.62
H  1.43  -0.16  0.87
H  -1.99  -3.50  0.49
H  -1.61  -4.79  1.63
H  -2.98  -3.72  1.94
H  -1.02  -3.43  4.42
H  0.72  -1.98  5.76
H  1.91  -1.05  4.84
H  0.40  -0.29  5.34
H  0.48  4.21  -0.67
H  -1.25  4.54  -0.51
H  -0.10  5.30  0.61
H  -2.45  3.35  1.95
H  -2.91  1.24  3.42
H  -2.07  -0.23  2.91
H  -1.44  0.72  4.26
C  0.34  -3.16  -5.85
C  0.10  -4.16  -4.72
C  0.69  -5.52  -5.08
O  -1.30  -4.31  -4.51
C  0.75  -3.61  -3.42
O  1.99  -3.52  -3.41
O  -0.06  -3.29  -2.51
H  -0.15  -3.51  -6.76
H  1.41  -3.03  -6.02
H  -0.09  -2.19  -5.58
H  0.23  -5.90  -6.00
H  0.49  -6.23  -4.27
H  1.77  -5.43  -5.21
H  -1.40  -3.92  -3.62

Calculated values
HOMO-LUMO gap   6.9 eV
LUMO energy   0.159 Ha
HOMO level   -2.6 eV
Total charge   -2
2S+1   1

Results of the Löwdin charge analysis, in e, for atoms 1 through 8:
1 K 0.7795
2 O 0.0389
3 C -0.2849
4 C -0.0337
5 C -0.1228
6 C -0.1234
7 C -0.0494
8 C -0.0820

2.
C32H39N5Sc | the ωB97M-V functional and the def2-TZVPD basis

Geometry (Å):
Sc  0.44  -0.13  1.09
N  -1.18  -3.17  2.95
N  2.71  -1.79  0.02
C  0.61  2.37  1.00
C  1.97  1.94  1.10
C  2.13  1.24  2.34
C  3.37  0.59  2.83
H  4.16  0.65  2.09
H  3.19  -0.47  3.05
H  3.75  1.06  3.76
C  0.88  1.29  3.04
C  0.60  0.69  4.38
H  0.56  1.45  5.18
H  1.37  -0.04  4.65
H  -0.37  0.17  4.38
C  -0.06  2.02  2.23
C  -1.39  2.52  2.69
H  -1.91  1.79  3.32
H  -2.03  2.77  1.84
H  -1.26  3.44  3.27
C  3.11  2.32  0.22
H  3.81  3.02  0.71
H  2.77  2.82  -0.70
H  3.71  1.45  -0.08
C  0.01  3.13  -0.13
H  -1.01  2.78  -0.35
H  0.61  3.00  -1.05
H  -0.05  4.21  0.09
C  -2.14  -4.01  2.62
H  -3.01  -4.07  3.29
C  -2.09  -4.85  1.47
H  -2.90  -5.56  1.31
C  -0.99  -4.73  0.61
H  -0.93  -5.34  -0.29
C  0.01  -3.83  0.93
H  0.91  -3.69  0.35
C  -0.11  -3.00  2.11
C  0.68  -1.87  2.35
H  1.31  -1.98  3.24
C  1.77  -1.01  -0.49
C  3.61  -2.13  -0.98
H  4.47  -2.76  -0.82
C  3.19  -1.56  -2.16
H  3.57  -1.62  -3.17
N  2.03  -0.86  -1.86
C  1.22  -0.09  -2.73
C  1.76  1.06  -3.33
C  0.88  1.91  -4.01
H  1.27  2.84  -4.41
C  -0.46  1.58  -4.18
C  -1.36  2.43  -5.03
H  -2.26  2.72  -4.48
H  -1.69  1.88  -5.93
H  -0.84  3.33  -5.36
C  -0.97  0.44  -3.56
H  -2.03  0.20  -3.65
C  -0.15  -0.41  -2.82
C  -0.71  -1.66  -2.19
H  -0.62  -2.54  -2.84
H  -1.78  -1.51  -1.98
H  -0.21  -1.90  -1.24
C  3.21  1.43  -3.20
H  3.77  1.18  -4.12
H  3.72  0.94  -2.36
H  3.30  2.52  -3.07
C  -5.24  -0.23  -0.23
N  -3.96  -0.33  0.46
C  -3.82  -0.70  1.79
C  -2.49  -0.66  2.05
N  -1.80  -0.26  0.91
C  -2.73  -0.07  -0.04
H  -5.75  -1.20  -0.23
H  -5.88  0.48  0.30
H  -5.10  0.10  -1.26
H  -4.63  -0.98  2.42
H  -1.97  -0.96  2.95
H  -2.55  0.24  -1.06

Calculated values
HOMO-LUMO gap (spin up / spin down)   7.4 / 2.2 eV
LUMO energy (spin up / spin down)   0.091 / 0.092 Ha
HOMO level (spin up / spin down)   -4.9 / 0.3 eV
Total charge   -1
2S+1   1

Results of the Löwdin charge analysis, in e, for atoms 1 through 8:
1 Sc 0.8712
2 N 0.0659
3 N 0.0086
4 C -0.2820
5 C -0.2617
6 C -0.2875
7 C -0.0425
8 H 0.0736

3.
C32H40AsN2O4PPtS4Sb | the ωB97M-V functional and the def2-TZVPD basis

Geometry (Å):
Pt  -0.05  -0.10  0.40
C  -1.46  4.66  1.88
C  -0.51  3.52  1.64
O  -0.35  2.98  0.55
N  0.19  3.11  2.73
C  1.05  1.95  2.69
C  0.40  0.76  3.35
C  0.75  0.36  4.63
C  0.10  -0.73  5.20
C  -0.91  -1.34  4.48
C  -1.21  -0.87  3.22
N  -0.56  0.15  2.65
H  -1.61  5.20  0.95
H  -1.08  5.36  2.63
H  -2.42  4.28  2.21
H  0.02  3.55  3.62
H  2.00  2.19  3.16
H  1.21  1.72  1.62
H  1.53  0.88  5.18
H  0.36  -1.08  6.19
H  -1.47  -2.17  4.89
H  -2.02  -1.31  2.64
S  -1.09  -3.74  -4.02
Sb  -0.28  -1.53  -5.07
S  -0.97  -3.35  -2.02
S  -0.06  -1.59  -1.83
S  2.00  -1.83  -4.60
C  -4.37  4.99  -1.31
C  -4.87  3.82  -0.75
C  -4.05  2.71  -0.61
C  -2.73  2.77  -1.05
C  -2.23  3.95  -1.58
C  -3.05  5.05  -1.72
As  -1.60  1.18  -0.96
C  -2.91  -0.15  -1.56
C  -3.72  -0.02  -2.67
C  -4.63  -1.02  -3.00
C  -4.74  -2.15  -2.20
C  -3.95  -2.27  -1.07
C  -3.05  -1.27  -0.75
C  -0.36  1.51  -2.42
C  1.00  1.46  -2.10
C  1.97  1.69  -3.05
C  1.60  1.96  -4.36
C  0.26  2.00  -4.70
C  -0.72  1.78  -3.73
H  -5.02  5.84  -1.45
H  -5.90  3.78  -0.43
H  -4.43  1.80  -0.17
H  -1.19  3.99  -1.89
H  -2.66  5.96  -2.15
H  -3.65  0.87  -3.29
H  -5.26  -0.90  -3.86
H  -5.43  -2.93  -2.47
H  -4.05  -3.14  -0.44
H  -2.41  -1.36  0.13
H  1.27  1.24  -1.06
H  3.02  1.66  -2.78
H  2.36  2.14  -5.11
H  -0.04  2.20  -5.72
H  -1.77  1.83  -4.01
C  4.42  -2.72  -1.41
C  3.06  -2.10  -1.14
O  2.65  -2.38  0.20
P  1.72  -1.46  1.13
O  1.17  -2.62  2.09
C  0.32  -3.62  1.52
C  -0.07  -4.59  2.61
O  2.70  -0.70  2.14
C  3.64  -1.43  2.95
C  4.86  -0.57  3.17
H  4.64  -2.62  -2.47
H  4.40  -3.77  -1.14
H  5.20  -2.23  -0.83
H  2.32  -2.55  -1.82
H  3.06  -1.02  -1.31
H  0.87  -4.13  0.72
H  -0.56  -3.13  1.08
H  0.82  -4.88  3.16
H  -0.52  -5.48  2.17
H  -0.78  -4.14  3.30
H  3.90  -2.36  2.44
H  3.14  -1.68  3.89
H  5.33  -0.35  2.22
H  5.58  -1.09  3.80
H  4.58  0.37  3.65

Calculated values
HOMO-LUMO gap (spin up / spin down)   5.6 / 4.7 eV
LUMO energy (spin up / spin down)   -0.145 / -0.161 Ha
HOMO level (spin up / spin down)   -9.5 / -9.1 eV
Total charge   +1
2S+1   1

Results of the Löwdin charge analysis, in e, for atoms 1 through 8:
1 Pt 0.4954
2 C 0.0294
3 C -0.5017
4 O -0.0690
5 N 0.0872
6 C -0.1269
7 C -0.2871
8 C -0.0032